(1)
CH2Cl2S2 | ωB97M-V with the def2-TZVPD basis set

E_LUMO (spin up / spin down) ... -2.0 / -0.3 eV
Electronic energy ... -1755.956625 Ha
Energy relative to the best compared isomer or geometry (same formula, charge and spin) ... 52.8 kcal/mol
Max |F| ... 2.24 eV/Å

The geometry in ORCA input format:
```
! RIJCOSX wB97M-V def2-TZVPD def2/J DEFGRID3
* xyz 0 1
Cl 1.14 1.41 0.16
Cl 2.82 -0.80 -0.66
S -2.40 0.14 -0.92
S -1.35 -1.03 0.25
C 1.76 -0.17 0.43
H -3.05 1.23 -0.15
H 1.07 -0.77 0.90
*
```

---

(2)
C14H21OP | ωB97M-V with the def2-TZVPD basis set

SMILES ... C=CCPCOc1cc(C)ccc1C(C)C
E_LUMO ... 0.9 eV
Electronic energy ... -962.597969 Ha
Max |F| ... 0.39 eV/Å

The geometry in ORCA input format:
```
! RIJCOSX wB97M-V def2-TZVPD def2/J DEFGRID3
* xyz 0 1
P 2.03 -1.23 -0.36
O -0.09 0.14 -1.52
C -1.75 2.03 -0.14
C 1.05 -0.63 -1.83
C -1.14 -1.76 -0.50
C -2.97 -1.43 0.98
C -2.22 -3.80 0.50
C -2.57 2.79 0.91
C -2.11 -2.31 0.33
C -1.86 0.51 0.01
C -1.01 -0.39 -0.65
C 3.67 -0.46 -0.75
C -0.31 2.57 -0.10
C 4.36 0.02 0.50
C -2.84 -0.06 0.81
C 5.25 1.01 0.53
H 4.11 -0.48 1.43
H 1.68 0.02 -2.44
H -2.15 2.65 1.91
H -2.50 3.86 0.69
H 5.74 1.28 1.46
H 5.50 1.58 -0.35
H -3.74 -1.83 1.63
H 4.29 -1.24 -1.21
H -3.54 0.57 1.35
H 0.22 2.38 -1.03
H 1.60 -0.25 0.57
H -3.09 -4.20 -0.02
H -2.18 2.29 -1.11
H -1.32 -4.30 0.14
H 3.59 0.36 -1.48
H 0.78 -1.49 -2.46
H -0.33 3.65 0.04
H -0.47 -2.43 -1.03
H -2.33 -4.05 1.56
H -3.62 2.53 0.91
H 0.26 2.10 0.71
*
```

---

(3)
Cl3FGeK | ωB97M-V with the def2-TZVPD basis set

<S²> ... 0.754
E_LUMO (spin up / spin down) ... -0.5 / -4.0 eV
Electronic energy ... -4157.361763 Ha
Energy relative to the best compared isomer or geometry (same formula, charge and spin) ... 9.2 kcal/mol
Max |F| ... 2.13 eV/Å

The geometry in ORCA input format:
```
! RIJCOSX wB97M-V def2-TZVPD def2/J DEFGRID3
* xyz 0 2
Ge 0.18 -0.41 0.60
K -0.02 2.09 -1.03
Cl -0.55 -0.17 2.64
Cl 2.21 -1.13 0.83
Cl -0.93 -2.08 -0.19
F -0.89 1.70 -2.85
*
```

---

(4)
H18O9 | ωB97M-V with the def2-TZVPD basis set

SMILES ... O.O.O.O.O.O.O.O.O
E_LUMO ... 0.5 eV
Electronic energy ... -687.977473 Ha
Energy relative to the best compared isomer or geometry (same formula, charge and spin) ... 30.3 kcal/mol
Max |F| ... 2.86 eV/Å

The geometry in ORCA input format:
```
! RIJCOSX wB97M-V def2-TZVPD def2/J DEFGRID3
* xyz 0 1
O -1.55 0.66 -2.28
O 3.55 -1.12 -0.37
O 1.14 -0.98 -2.47
O -2.21 2.05 1.94
O 0.71 1.66 -0.98
O -2.48 -1.98 -1.10
O -2.01 -0.79 1.36
O 0.39 1.27 1.72
O 2.33 -0.60 2.16
H 3.00 -0.62 2.84
H 0.98 0.65 2.14
H -2.35 -1.54 -0.28
H -2.28 0.11 1.36
H 0.04 1.14 -1.50
H -1.28 1.97 2.07
H 0.46 2.60 -1.05
H -2.04 1.34 -1.85
H -1.03 -0.76 1.32
H 1.29 -0.24 -3.09
H -1.96 -0.22 -2.05
H 2.72 -1.38 -0.77
H 4.20 -1.80 -0.41
H 0.48 -1.60 -2.79
H 0.71 1.45 0.79
H -2.55 1.88 2.78
H -3.10 -2.65 -0.85
H 2.83 -0.47 1.33
*
```

---

(5)
C23H22FNO5 | ωB97M-V with the def2-TZVPD basis set

SMILES ... COc1cc2c(cc1OC)[C@@H](COc1ccc(F)cc1)N(C(=O)c1ccco1)CC2
E_LUMO ... 0.7 eV
Electronic energy ... -1420.423092 Ha
Max |F| ... 0.92 eV/Å

The geometry in ORCA input format:
```
! RIJCOSX wB97M-V def2-TZVPD def2/J DEFGRID3
* xyz 0 1
F 6.32 0.74 0.72
O 1.21 2.61 0.09
O -5.06 1.23 -0.67
O 4.10 -1.21 -1.00
O -5.40 -1.36 0.59
O 1.85 0.15 -2.07
N 0.82 -0.37 -0.13
C -1.80 -1.13 0.46
C 2.76 -2.93 -0.55
C 2.46 2.10 0.31
C 2.81 -1.59 -0.81
C 2.84 1.38 1.44
C -3.98 0.47 -0.30
C -6.63 -0.73 0.29
C 4.14 0.93 1.58
C 4.09 -3.39 -0.55
C 0.08 1.90 0.52
C -0.65 -2.03 0.83
C 1.79 -0.54 -1.07
C 0.61 -1.19 1.04
C -3.11 -1.55 0.66
C -4.84 2.46 -1.31
C -2.67 0.88 -0.50
C 3.42 2.39 -0.66
C 4.86 -2.30 -0.82
C -4.21 -0.78 0.30
C 5.06 1.20 0.59
C -0.19 0.65 -0.36
C 4.72 1.94 -0.53
C -1.58 0.11 -0.12
H -4.31 3.16 -0.67
H -0.48 -2.74 0.02
H -0.88 -2.59 1.73
H 1.88 -3.52 -0.39
H -7.39 -1.42 0.63
H -6.73 0.22 0.81
H 1.48 -1.80 1.23
H 0.45 -0.53 1.90
H 3.12 2.95 -1.53
H 4.43 -4.39 -0.37
H 5.46 2.14 -1.29
H 4.43 0.36 2.45
H -0.08 0.96 -1.40
H 2.13 1.17 2.23
H -5.83 2.86 -1.53
H -3.31 -2.51 1.11
H -6.74 -0.57 -0.79
H -0.75 2.60 0.41
H 5.92 -2.17 -0.91
H 0.15 1.61 1.58
H -4.29 2.33 -2.25
H -2.48 1.83 -0.97
*
```

---

(6)
C41H61Cl2N4NiO4 | ωB97M-V with the def2-TZVPD basis set

<S²> ... 2.005
E_LUMO (spin up / spin down) ... 2.5 / 2.5 eV
Electronic energy ... -4547.771961 Ha
Max |F| ... 0.84 eV/Å

The geometry in ORCA input format:
```
! RIJCOSX wB97M-V def2-TZVPD def2/J DEFGRID3
* xyz -1 3
Ni 1.92 -0.19 -0.72
Cl 5.19 -3.84 -2.03
Cl 5.02 -1.94 -4.26
O 0.32 -0.46 -1.79
O 2.88 -1.50 -2.11
O 1.85 -3.35 -2.90
O 1.82 1.31 0.55
N 4.07 -0.45 0.31
N 0.52 2.69 -2.36
N 1.28 -1.46 0.72
N -0.88 2.45 -0.56
C 5.22 -0.58 -0.59
C -3.10 1.67 4.58
C -1.43 -1.70 -2.83
C -2.26 -3.74 -1.75
C -1.25 1.04 6.14
C -1.50 -0.73 -4.01
C -1.22 -3.63 -0.84
C 3.27 3.65 1.92
C 2.81 -2.61 -2.71
C -0.71 1.85 3.83
C 4.45 0.50 1.35
C -4.30 -4.86 -2.76
C 1.52 5.21 2.71
C -2.81 3.84 -0.25
C -0.12 -0.63 -4.68
C 0.87 -2.72 0.05
C -2.54 4.47 -1.46
C 1.77 3.98 1.83
C -1.94 2.83 0.14
C -3.24 -4.91 -1.65
C -2.49 -6.24 -1.77
C 1.46 4.40 0.39
C 3.73 -1.75 0.91
C 1.02 1.51 1.58
C 0.10 -0.89 1.40
C 0.08 2.88 3.34
C 2.40 -1.69 1.64
C -1.44 4.10 -2.20
C -0.60 0.63 3.18
C -2.31 -2.78 -2.75
C 4.14 -3.16 -3.31
C -3.97 -4.87 -0.30
C -0.44 -1.54 -1.82
C 0.94 2.76 2.25
C -0.31 -2.59 -0.87
C -0.62 3.07 -1.71
C -1.95 0.64 -3.50
C 0.23 0.44 2.09
C -1.66 2.00 5.02
C -1.66 3.42 5.58
C -2.49 -1.18 -5.09
H 0.63 -0.27 -3.98
H -1.19 -0.22 3.51
H -3.19 5.27 -1.82
H -1.21 4.58 -3.14
H 2.40 -0.86 2.35
H 3.52 2.90 1.18
H -0.18 0.06 -5.53
H -2.26 -2.18 -5.47
H -3.40 2.30 3.75
H 6.09 -0.97 -0.05
H -1.87 -6.25 -2.67
H -4.54 -3.94 -0.20
H 0.48 5.54 2.67
H 0.61 2.90 -3.34
H -2.35 3.49 6.42
H 1.74 -3.10 -0.49
H -1.83 -6.40 -0.92
H 4.97 -1.22 -1.42
H -1.91 1.15 7.01
H -3.18 0.63 4.26
H -3.80 1.82 5.41
H 2.14 6.03 2.35
H 1.79 5.03 3.76
H 4.69 1.45 0.89
H -0.68 -0.81 0.64
H 0.41 4.69 0.29
H -1.09 -4.39 -0.08
H -2.43 -0.48 -5.93
H -3.52 -1.18 -4.73
H -3.07 -2.86 -3.51
H -1.29 0.00 5.81
H 0.62 -3.45 0.83
H -3.66 4.11 0.36
H 3.65 0.67 2.06
H -3.25 -4.90 0.53
H -4.88 -3.94 -2.72
H -0.67 3.71 5.94
H 0.01 3.84 3.83
H 0.95 1.84 -2.04
H -0.22 1.25 6.47
H -3.19 -7.08 -1.81
H -2.95 0.57 -3.05
H 3.53 3.27 2.92
H 5.47 0.41 -0.98
H -3.85 -4.94 -3.75
H 5.35 0.13 1.88
H -1.99 1.37 -4.32
H 1.66 3.59 -0.30
H 2.23 -2.60 2.22
H 4.52 -2.06 1.61
H -1.97 4.15 4.83
H 3.70 -2.48 0.10
H 3.91 -3.99 -3.97
H -4.65 -5.72 -0.20
H 3.86 4.55 1.73
H -1.26 0.99 -2.74
H -4.99 -5.70 -2.64
H 2.08 5.26 0.12
H 0.20 -1.61 -5.04
H -0.25 -1.64 2.13
H -2.09 2.30 1.08
*
```

---

(7)
C34H51NO16S | ωB97M-V with the def2-TZVPD basis set

E_LUMO ... 0.1 eV
Electronic energy ... -2982.959390 Ha
Max |F| ... 2.45 eV/Å

The geometry in ORCA input format:
```
! RIJCOSX wB97M-V def2-TZVPD def2/J DEFGRID3
* xyz 0 1
S 6.52 -1.44 2.51
O 5.53 -0.22 2.95
O -7.14 -4.09 -4.08
O -1.82 -0.35 4.46
O 1.14 -3.17 6.96
O 7.19 -0.76 1.25
O 2.49 4.55 0.45
O -2.39 2.53 -6.23
O -3.14 -2.58 -1.89
O 7.52 -1.79 3.46
O 3.34 -3.42 6.58
O 0.26 4.82 0.62
O -3.33 -1.99 4.18
O -1.60 -0.96 -1.81
O 5.66 -2.53 2.21
O -1.12 1.03 -7.33
O -5.63 -2.45 -3.80
N -0.02 0.99 1.23
C -0.32 -0.24 0.77
C -1.12 -2.66 4.67
C 1.64 6.67 -0.13
C -7.17 -5.51 -3.88
C 4.44 -2.57 6.20
C 4.73 1.85 1.79
C -2.56 -1.68 -2.43
C -2.08 -1.51 4.42
C -4.97 -4.76 -3.45
C -2.77 -1.16 -3.84
C -3.44 3.45 -6.57
C -1.11 1.54 1.82
C 2.45 -1.29 6.15
C 3.81 -1.41 5.46
C -5.90 -3.61 -3.80
C -2.12 0.63 1.73
C -5.72 -5.97 -3.99
C 3.05 6.53 -0.70
C 2.25 1.12 2.17
C 6.41 0.36 0.76
C 2.19 -2.71 6.60
C -3.33 -3.42 4.30
C -1.16 0.11 -2.66
C -3.22 3.77 -8.04
C -1.89 -3.85 4.09
C 1.26 1.68 1.13
C -1.51 -0.34 -4.07
C -1.93 1.91 -7.35
C 3.61 5.39 0.14
C 5.19 0.40 1.72
C -1.62 -0.52 1.05
C -2.64 2.47 -8.57
C 3.40 2.10 2.51
C 1.33 5.26 0.34
H 3.64 7.44 -0.65
H -3.67 -0.54 -3.86
H -3.36 4.33 -5.94
H 4.36 4.81 -0.40
H 2.58 0.13 1.83
H -0.71 -0.98 -4.46
H -4.85 -4.80 -2.36
H 4.05 5.74 1.07
H 6.94 1.31 0.85
H -0.18 -2.50 4.15
H -1.68 1.03 -2.37
H -4.00 -4.63 -3.92
H -0.95 -2.76 5.74
H -4.40 2.97 -6.39
H -1.15 2.50 2.30
H -5.52 -6.89 -3.46
H -3.42 1.77 -8.88
H -1.68 -3.94 3.03
H 3.51 2.15 3.59
H -7.59 -5.72 -2.90
H -4.13 4.09 -8.55
H -2.18 -1.41 0.81
H 6.04 0.10 -0.23
H -1.64 0.49 -4.77
H 0.41 -0.88 0.28
H 3.06 3.09 2.21
H 4.47 -0.23 1.19
H -1.94 2.63 -9.39
H 5.14 -3.13 5.58
H -0.09 0.26 -2.53
H 4.96 -2.25 7.11
H -2.86 -1.98 -4.55
H 1.61 7.34 0.73
H 1.06 2.74 1.26
H 1.68 0.97 3.09
H -3.11 0.76 2.12
H 1.61 1.54 0.10
H -1.64 -4.80 4.57
H 4.78 2.29 0.79
H 1.67 -0.94 5.48
H -7.81 -5.97 -4.64
H -5.46 -6.12 -5.04
H 2.99 6.22 -1.75
H 2.50 -0.65 7.03
H 4.41 -0.50 5.49
H -2.49 4.57 -8.15
H 5.51 2.37 2.37
H 3.66 -1.68 4.41
H 0.92 6.99 -0.88
H -4.00 -3.85 3.55
H -3.71 -3.69 5.29
*
```

---

(8)
C46H39KN5OS4 | ωB97M-V with the def2-TZVPD basis set

E_LUMO ... 1.7 eV
Electronic energy ... -4317.665517 Ha
Energy relative to the best compared isomer or geometry (same formula, charge and spin) ... 34.4 kcal/mol
Max |F| ... 1.88 eV/Å

The geometry in ORCA input format:
```
! RIJCOSX wB97M-V def2-TZVPD def2/J DEFGRID3
* xyz -1 1
K -1.16 1.77 1.79
S -1.80 -1.53 0.36
S 1.55 0.83 -0.17
S 0.06 -0.99 -1.68
S -3.46 2.95 -0.10
O -2.51 3.32 2.63
N -1.30 -1.56 -1.24
N 0.53 1.83 0.04
N -1.77 -0.30 1.10
N 1.17 -0.74 -0.63
N -2.76 4.41 2.01
C -5.92 -3.49 0.10
C 4.86 0.98 -2.58
C -0.03 -4.00 3.03
C 2.79 1.28 -1.44
C 2.04 -2.54 -2.88
C 0.25 1.73 -4.66
C -0.24 -2.88 -3.62
C 3.94 0.55 -1.64
C 4.63 2.13 -3.31
C -0.59 0.67 5.73
C -4.79 -4.24 -0.21
C -2.60 5.58 2.65
C 0.23 -0.11 3.78
C 0.51 0.63 -3.86
C 0.15 1.71 5.12
C -0.22 0.46 -2.70
C 1.54 -4.20 -4.55
C 0.82 -4.77 2.25
C -0.71 2.65 -4.28
C 0.19 -3.86 -4.48
C -2.82 6.80 2.06
C -1.18 1.37 -2.31
C -0.82 -2.90 1.07
C -0.53 -0.44 4.90
C -3.42 -2.32 0.14
C 4.50 0.15 3.23
C 3.47 2.86 -3.11
C 0.01 -3.67 0.28
C 2.46 -3.53 -3.74
C -5.79 -2.14 0.41
C 0.84 -4.61 0.87
C -4.54 -1.55 0.43
C -3.54 -3.65 -0.20
C 2.84 -0.75 1.75
C -3.18 4.40 0.70
C -0.85 -3.06 2.44
C -1.41 2.49 -3.10
C 2.70 0.50 1.18
C -3.23 6.83 0.73
C -3.41 5.64 0.07
C 3.43 1.58 1.63
C 0.69 -2.21 -2.82
C 3.74 -0.92 2.79
C 0.66 1.23 3.93
C 4.36 1.40 2.64
C 2.55 2.43 -2.17
H 3.28 3.76 -3.67
H -0.53 -4.38 -5.10
H 1.30 1.77 3.25
H 2.73 -2.02 -2.23
H -4.40 -0.51 0.69
H 4.95 2.23 2.98
H 2.25 -1.57 1.37
H 3.25 2.55 1.18
H -1.11 0.75 6.67
H 3.50 -3.79 -3.79
H -6.89 -3.96 0.11
H 3.83 -1.88 3.27
H 1.47 -5.50 2.71
H 5.35 2.47 -4.04
H -2.68 7.71 2.63
H -1.49 -2.42 3.03
H 5.22 0.01 4.02
H 1.87 -4.98 -5.22
H 0.01 -3.53 -0.79
H -2.28 5.48 3.68
H -1.74 1.22 -1.39
H 0.81 1.86 -5.58
H 1.26 -0.10 -4.14
H 0.49 -0.78 2.97
H -1.28 -2.60 -3.53
H -4.89 -5.29 -0.46
H -6.67 -1.56 0.64
H -3.41 7.77 0.23
H -0.03 -4.12 4.10
H 1.63 2.97 -1.96
H 0.32 2.69 5.53
H -2.65 -4.22 -0.44
H -2.15 3.20 -2.77
H -3.73 5.60 -0.96
H 4.12 -0.35 -1.06
H -1.00 -1.39 5.10
H -0.91 3.50 -4.91
H 5.77 0.41 -2.75
H 1.49 -5.21 0.25
*
```

---

(9)
CH3O2S2 | ωB97M-V with the def2-TZVPD basis set

SMILES ... CS(=O)(=O)[S-]
E_LUMO ... 3.9 eV
Electronic energy ... -986.797695 Ha
Energy relative to the best compared isomer or geometry (same formula, charge and spin) ... 17.6 kcal/mol
Max |F| ... 4.83 eV/Å

The geometry in ORCA input format:
```
! RIJCOSX wB97M-V def2-TZVPD def2/J DEFGRID3
* xyz -1 1
S -0.11 -2.12 0.64
S -0.65 -0.25 0.57
O -1.83 -0.12 -0.23
O -0.55 0.42 1.88
C 0.66 0.56 -0.54
H 0.81 -0.45 -1.05
H 1.53 0.80 0.00
H 0.15 1.15 -1.27
*
```

---

- max |F| of number 7 (C34H51NO16S)?
  2.45 eV/Å

---

Copy entry 2 word for word.
C14H21OP | ωB97M-V with the def2-TZVPD basis set

SMILES ... C=CCPCOc1cc(C)ccc1C(C)C
E_LUMO ... 0.9 eV
Electronic energy ... -962.597969 Ha
Max |F| ... 0.39 eV/Å

The geometry in ORCA input format:
```
! RIJCOSX wB97M-V def2-TZVPD def2/J DEFGRID3
* xyz 0 1
P 2.03 -1.23 -0.36
O -0.09 0.14 -1.52
C -1.75 2.03 -0.14
C 1.05 -0.63 -1.83
C -1.14 -1.76 -0.50
C -2.97 -1.43 0.98
C -2.22 -3.80 0.50
C -2.57 2.79 0.91
C -2.11 -2.31 0.33
C -1.86 0.51 0.01
C -1.01 -0.39 -0.65
C 3.67 -0.46 -0.75
C -0.31 2.57 -0.10
C 4.36 0.02 0.50
C -2.84 -0.06 0.81
C 5.25 1.01 0.53
H 4.11 -0.48 1.43
H 1.68 0.02 -2.44
H -2.15 2.65 1.91
H -2.50 3.86 0.69
H 5.74 1.28 1.46
H 5.50 1.58 -0.35
H -3.74 -1.83 1.63
H 4.29 -1.24 -1.21
H -3.54 0.57 1.35
H 0.22 2.38 -1.03
H 1.60 -0.25 0.57
H -3.09 -4.20 -0.02
H -2.18 2.29 -1.11
H -1.32 -4.30 0.14
H 3.59 0.36 -1.48
H 0.78 -1.49 -2.46
H -0.33 3.65 0.04
H -0.47 -2.43 -1.03
H -2.33 -4.05 1.56
H -3.62 2.53 0.91
H 0.26 2.10 0.71
*
```

---

- max |F| of number 1 (CH2Cl2S2)?
  2.24 eV/Å